No. 1
DFT (ωB97M-V with the def2-TZVPD basis set) results for a molecular structure, C22H41GaO8P at a distorted geometry.

Summary:
LUMO = 0.238 eV
frontier orbital gap = 4.84 eV

Geometry as ORCA input:
```
! wB97M-V def2-TZVPD RIJCOSX def2/J DEFGRID3
* xyz -1 1
C -2.98248 4.62346 1.24424
C -1.64609 4.07113 0.71057
O -1.79080 3.34658 -0.53460
P -0.87115 2.01761 -0.61706
O -0.64926 1.74676 -2.04530
C 0.70117 2.20637 0.26648
C 1.94848 1.81759 -0.56441
C 2.58893 0.50437 -0.03783
Ga 4.47786 0.79305 0.75174
C 4.73399 -0.47334 2.35266
C 3.95055 -1.80697 2.26830
C 4.64072 -2.89433 1.44552
C 4.75458 -2.59533 -0.06072
C 4.35094 -3.80620 -0.94216
C 2.88415 -3.79488 -1.42671
C 1.84863 -3.32173 -0.40104
C 1.47583 -4.44559 0.59086
O 1.04513 -3.94498 1.83931
C -0.33437 -4.06139 2.06516
O -1.80374 0.83961 -0.01733
C -1.07686 -0.29623 0.49713
C -0.92029 -0.19771 2.02776
H -2.72333 5.43916 1.91932
H -3.66900 4.93462 0.46492
H -3.42705 3.85460 1.87789
H -1.22294 3.46980 1.51591
H -1.00765 4.93174 0.50156
H 0.81225 3.25088 0.56913
H 0.74569 1.64377 1.19816
H 2.66310 2.63690 -0.46415
H 1.74893 1.71202 -1.62820
H 2.60267 -0.20146 -0.87415
H 1.99410 0.02617 0.75135
H 4.73310 2.35082 1.13429
H 5.56432 0.43620 -0.40074
H 4.31086 0.05090 3.21974
H 5.78320 -0.68948 2.57829
H 3.90320 -2.19528 3.29805
H 2.90867 -1.65060 1.98084
H 5.64719 -3.03853 1.84719
H 4.06834 -3.81771 1.57679
H 4.10760 -1.77590 -0.37028
H 5.76660 -2.32722 -0.35683
H 4.59872 -4.75652 -0.45841
H 4.97686 -3.77292 -1.83988
H 2.59054 -4.81105 -1.71368
H 2.82190 -3.14028 -2.29751
H 2.09756 -2.39108 0.10280
H 0.92969 -3.11967 -0.96575
H 2.34330 -5.10722 0.68277
H 0.68892 -5.02701 0.09830
H -0.49294 -4.11985 3.14436
H -0.77927 -4.95716 1.61852
H -0.90645 -3.19337 1.71129
H -0.13861 -0.48282 -0.02788
H -1.71839 -1.15495 0.29173
H 0.12744 -0.35766 2.28873
H -1.58910 -0.85148 2.58019
H -1.13054 0.83646 2.30556
C -7.40011 3.35856 -2.20316
C -7.51887 2.47672 -3.20220
C -6.34143 1.69609 -3.71801
O -6.54057 0.89787 -4.61995
C -5.04416 1.93646 -3.12256
C -4.91683 2.82370 -2.12033
C -6.10077 3.58600 -1.58631
O -5.92874 4.36351 -0.66546
O -3.74846 3.07628 -1.54677
O -8.67819 2.22607 -3.80758
H -8.24115 3.92249 -1.82462
H -4.20032 1.38290 -3.51072
H -3.91743 3.73987 -0.85910
H -8.47835 1.55085 -4.48605
*
```


No. 2
DFT (ωB97M-V with the def2-TZVPD basis set) results for a molecular structure, C22H42BF4IN5O7S2SiSn at a distorted geometry.

Summary:
LUMO = -4.415 eV
frontier orbital gap = 6.82 eV
ΔE to the lowest compared entry with this formula, charge and spin = 123.02 kJ/mol

Geometry as ORCA input:
```
! wB97M-V def2-TZVPD RIJCOSX def2/J DEFGRID3
* xyz 1 1
Sn -0.13588 -0.72034 0.00654
N -0.91684 1.02825 -1.35323
N -2.12242 0.70771 -1.85017
C -2.37399 -0.50155 -2.37693
N -3.58602 -0.71206 -2.88695
S -1.17830 -1.67970 -2.36454
H -1.01014 1.86162 -0.76960
H 0.58627 1.09882 -2.14530
H -2.92060 1.26825 -1.56539
H -4.36660 -0.13833 -2.60708
H -3.79839 -1.64086 -3.20647
C 3.01755 0.75355 2.92766
O 1.80050 1.47016 3.23158
C 0.88773 1.50126 2.28560
O 1.04913 0.99225 1.16169
N -0.21678 2.14719 2.67492
N -1.29754 2.21302 1.80971
H 3.58909 0.75497 3.84762
H 3.56658 1.26103 2.13862
H 2.78971 -0.26402 2.62102
H -0.25114 2.53636 3.60247
H -1.59278 3.17221 1.68690
H -2.08110 1.68346 2.17367
F -2.57726 -0.30593 0.64960
B -3.81864 0.51031 0.63192
F -3.45241 1.84147 0.24913
F -4.35836 0.49178 1.89554
F -4.65198 -0.00856 -0.37055
I 7.68886 -0.97141 -5.07011
C 5.88597 -0.61242 -4.08927
C 5.07942 0.44100 -4.50334
C 3.86833 0.65985 -3.87127
C 3.46593 -0.17182 -2.82926
C 4.29083 -1.21134 -2.40829
C 5.50333 -1.43312 -3.03426
C 2.17892 0.03156 -2.15632
O 1.47642 1.05443 -2.58865
O 1.78989 -0.72828 -1.24994
H 5.39247 1.08568 -5.31310
H 3.23790 1.48144 -4.18458
H 3.97827 -1.84065 -1.58398
H 6.14972 -2.23618 -2.70715
C 1.25738 -5.11426 4.74664
C 0.15432 -5.40949 3.74406
C 0.74043 -5.76608 2.38453
C -0.74969 -6.52771 4.24010
O -0.66755 -4.21225 3.67796
Si -1.32218 -3.19029 2.62670
S 0.46985 -2.45255 1.52528
O -2.04668 -1.97444 3.38090
C -2.08858 -1.38500 4.70191
C -0.85500 -0.51204 4.86690
C -3.36195 -0.55850 4.74052
C -2.12259 -2.46219 5.77947
O -2.22413 -3.79176 1.43885
C -3.64447 -4.09487 1.34341
C -3.75966 -5.22619 0.33669
C -4.36139 -2.85105 0.84542
C -4.19206 -4.51298 2.70323
H 1.89768 -5.98945 4.87256
H 0.82592 -4.85554 5.71518
H 1.86838 -4.27868 4.39617
H 1.37854 -6.64551 2.47167
H 1.33999 -4.94092 2.00548
H -0.05772 -5.96927 1.66461
H -0.17545 -7.44651 4.37566
H -1.54713 -6.71434 3.51624
H -1.20016 -6.24825 5.19469
H -0.82863 0.24345 4.07976
H 0.04965 -1.12392 4.79682
H -0.87003 -0.01456 5.83935
H -3.38823 0.14705 3.90762
H -3.42738 -0.00892 5.68250
H -4.23526 -1.20921 4.65722
H -1.19107 -3.02746 5.78884
H -2.94600 -3.15740 5.59732
H -2.26697 -1.99638 6.75625
H -3.26457 -4.94176 -0.59400
H -4.81072 -5.43716 0.13049
H -3.28719 -6.13368 0.72013
H -3.97006 -2.55555 -0.13125
H -4.20891 -2.02453 1.54275
H -5.43310 -3.04080 0.75266
H -3.63448 -5.36662 3.10123
H -5.24230 -4.79357 2.61154
H -4.11516 -3.68263 3.41107
*
```


No. 3
DFT (ωB97M-V with the def2-TZVPD basis set) results for a molecular structure, C22H42BrCoN2OS3Si.

Summary:
LUMO (alpha / beta) = -5.475 / -6.896 eV
frontier orbital gap (alpha / beta) = 7.64 / 6.23 eV
⟨S²⟩ = 6.02
ΔE to the lowest compared entry with this formula, charge and spin = 110.02 kJ/mol

Geometry as ORCA input:
```
! wB97M-V def2-TZVPD RIJCOSX def2/J DEFGRID3
* xyz 2 5
Co 1.28798 0.78843 2.53019
C 3.68067 0.75383 3.09084
C 3.51863 -0.33772 2.23245
C 2.62908 -1.36185 2.55880
C 1.88133 -1.29168 3.73685
C 2.05572 -0.21091 4.60574
C 2.96259 0.80880 4.28698
H 4.39115 1.53349 2.85143
H 4.11234 -0.40173 1.33094
H 2.52493 -2.21518 1.90295
H 1.21068 -2.09585 4.00785
H 1.53226 -0.18928 5.55181
H 3.12805 1.62591 4.97497
C -3.10168 5.77704 1.00477
O -1.77020 5.21014 1.03904
C -1.28191 4.62460 -0.02385
S -2.01053 4.34274 -1.49438
S 0.28300 4.04206 -0.06973
H -3.63179 5.38603 1.86852
H -3.61695 5.51357 0.08504
H -2.99374 6.85499 1.08574
C -3.43047 1.27068 3.63056
N -2.14105 1.81418 3.22279
C -1.14071 2.08101 4.04121
N -1.28505 1.90483 5.35035
S 0.34668 2.72161 3.40590
H -4.09151 1.27348 2.76968
H -3.88374 1.89456 4.40193
H -3.32967 0.24725 3.99482
H -1.93770 1.92851 2.23982
H -2.17014 1.65610 5.76522
H -0.55608 2.23862 5.95921
C -1.65820 -3.11784 -2.75101
C -1.53120 -1.98088 -1.70276
C -2.65023 -0.95768 -1.94442
C -1.75742 -2.56906 -0.30169
Si 0.19249 -1.27527 -2.01234
Br 0.18306 0.33276 0.47773
C 1.67808 -2.39752 -1.71582
C 1.39801 -3.53798 -0.72908
C 2.90071 -1.62960 -1.19423
C 2.00818 -3.01156 -3.09936
C 0.38383 0.17412 -3.19642
C 1.83327 0.65097 -3.36487
C -0.44506 1.40957 -2.82150
C -0.11915 -0.39437 -4.55044
H -2.66858 -3.52832 -2.68115
H -0.96175 -3.93696 -2.57056
H -1.52253 -2.77214 -3.77724
H -3.60657 -1.45906 -1.77581
H -2.66730 -0.57126 -2.96199
H -2.59143 -0.11530 -1.25355
H -2.76954 -2.98103 -0.27741
H -1.68877 -1.80737 0.47406
H -1.07676 -3.37820 -0.05407
H 1.11932 -3.16510 0.25862
H 2.31187 -4.12857 -0.62220
H 0.61836 -4.21747 -1.06884
H 2.68380 -1.17059 -0.23019
H 3.24683 -0.85146 -1.86785
H 3.72277 -2.33970 -1.06457
H 1.16769 -3.55640 -3.53326
H 2.82282 -3.72802 -2.96693
H 2.34247 -2.26710 -3.82099
H 2.24743 1.02996 -2.42980
H 1.83124 1.47898 -4.07769
H 2.49784 -0.11327 -3.76619
H -0.04168 1.91112 -1.94443
H -1.49617 1.20555 -2.63906
H -0.39057 2.11466 -3.65537
H 0.41341 -1.29375 -4.86866
H 0.05380 0.36876 -5.31309
H -1.18657 -0.61189 -4.54402
*
```


No. 4
DFT (ωB97M-V with the def2-TZVPD basis set) results for a molecular structure, C22H42CrNOP3 at a distorted geometry.

Summary:
LUMO (alpha / beta) = -11.412 / -10.806 eV
frontier orbital gap (alpha / beta) = 3.65 / 3.89 eV
⟨S²⟩ = 4.07
ΔE to the lowest compared entry with this formula, charge and spin = 0.00 kJ/mol

Geometry as ORCA input:
```
! wB97M-V def2-TZVPD RIJCOSX def2/J DEFGRID3
* xyz 3 4
Cr 0.14056 -0.44159 1.11859
P 1.87079 -1.23099 2.63375
P 1.72042 2.20244 0.22079
P -0.75934 -2.50669 0.40433
H -0.43289 2.04475 -7.54071
C -1.33810 1.46169 -7.32875
C -2.38680 2.02825 -6.71542
H -2.36071 3.08280 -6.42253
C 3.23984 -1.96633 1.67974
C 2.70285 -0.05451 3.75540
C 1.34369 -2.55276 3.77688
C 1.36096 3.40789 -1.04861
C 1.60712 2.85137 1.88218
C 3.29881 1.42586 -0.10214
C -2.02279 -2.24770 -0.86808
C -1.56981 -3.48818 1.70563
C 0.54873 -3.53050 -0.35059
H -1.36056 0.43361 -7.71417
H -3.32564 1.48901 -6.56404
H 3.98861 -2.39371 2.36014
H 3.71683 -1.20555 1.05211
H 2.86204 -2.75525 1.02043
H 3.34766 -0.58278 4.47495
H 1.94838 0.50413 4.32289
H 3.32177 0.65907 3.19704
H 2.15082 -3.28443 3.92809
H 0.45702 -3.07001 3.39231
H 1.07952 -2.10991 4.74642
H 1.98145 4.30641 -0.90883
H 0.29474 3.66799 -1.01214
H 1.57250 2.96741 -2.03222
H 2.44568 3.53330 2.08385
H 1.61227 2.03704 2.62440
H 0.66751 3.40687 1.99436
H 4.03583 2.19836 -0.35935
H 3.19170 0.73664 -0.95000
H 3.66267 0.86157 0.76517
H -2.79463 -3.02729 -0.80403
H -1.56201 -2.24983 -1.86507
H -2.48788 -1.26648 -0.70219
H -2.40879 -4.04950 1.26960
H -1.96237 -2.81328 2.47937
H -0.86475 -4.19025 2.16914
H 0.11826 -4.34359 -0.95251
H 1.19696 -3.95504 0.42756
H 1.16025 -2.88785 -1.00055
C -1.00622 0.78473 -2.16132
C 0.19469 0.12851 -2.62213
C 0.24379 -0.46665 -3.87549
C -0.90716 -0.54091 -4.66970
C -2.09579 0.05869 -4.23208
C -2.13128 0.78303 -3.05355
O -1.12825 1.29059 -0.98510
H 0.69008 1.22295 0.02159
H 1.05124 0.11161 -1.94479
H 1.17039 -0.91848 -4.24024
H -0.87911 -1.03061 -5.64968
H -2.98714 0.00506 -4.86599
H -3.01038 1.33483 -2.72363
C -2.87633 1.90653 4.09745
C -2.52527 2.44618 2.86130
C -1.74516 1.69265 1.99638
N -1.19948 0.50836 2.37866
C -1.58356 -0.04646 3.56011
C -2.41949 0.63404 4.43559
H -3.50754 2.46435 4.78067
H -2.84825 3.43162 2.53663
H -1.57221 2.01135 0.96645
H -1.23195 -1.06204 3.77437
H -2.70475 0.14763 5.37130
*
```


No. 5
DFT (ωB97M-V with the def2-TZVPD basis set) results for 3 unconnected molecules or ions with the total composition C22H42IO10P3 at a distorted geometry.

Summary:
LUMO = -1.978 eV
frontier orbital gap = 6.71 eV

Geometry as ORCA input:
```
! wB97M-V def2-TZVPD RIJCOSX def2/J DEFGRID3
* xyz 0 1
O -2.44198 -5.11474 -4.43013
C -1.97476 -5.36019 -3.17425
I -3.44985 -5.99331 -1.69188
C -0.37447 -5.10926 -2.93879
P 0.42865 -6.16068 -1.56310
C 1.37003 -7.11740 -0.20571
C 1.47346 -6.36705 1.24360
O 1.92332 -7.12535 2.28224
C 1.14710 -4.79994 1.58093
C 2.42198 -3.85159 2.10343
C 2.11195 -2.25981 2.50674
C 0.62213 -1.55537 2.37865
C -0.62939 -2.48407 1.85612
C -0.30978 -4.05388 1.50722
H -0.11439 -3.95516 -2.79814
H 0.16407 -5.41602 -3.95932
H 1.64843 -5.37502 -1.76518
H -0.59082 -5.86630 -0.59085
H 0.27897 -7.40590 -2.32812
H 0.84981 -8.16523 -0.02562
H 2.46137 -7.32035 -0.59158
H 3.52086 -4.25429 2.23615
H 2.97967 -1.55045 2.91457
H 0.39234 -0.43813 2.65368
H -1.74588 -2.08622 1.71604
H -1.23540 -4.71599 1.15182
O -0.77338 -0.94122 -4.41195
P -1.28012 0.42411 -4.93760
O -1.71536 0.99539 -3.44535
C -0.68951 1.44777 -2.57977
C -0.09130 2.75707 -3.05699
O -2.78157 -0.13228 -5.39809
C -2.97223 -1.50671 -5.70327
C -3.40382 -2.28506 -4.46854
O -1.84634 1.94968 -5.52494
C -1.06420 2.51015 -6.56984
C -0.91029 1.57170 -7.75252
H 0.08466 0.68075 -2.47862
H -1.14069 1.59582 -1.59383
H 0.50756 2.59878 -3.95796
H 0.56184 3.18911 -2.29374
H -0.87416 3.48075 -3.30678
H -2.07040 -1.93025 -6.15554
H -3.75980 -1.57323 -6.46173
H -2.78360 -2.06751 -3.59888
H -3.37062 -3.36141 -4.66006
H -4.42889 -2.01495 -4.19054
H -0.08354 2.78839 -6.17426
H -1.56367 3.42827 -6.89446
H -0.34827 0.67404 -7.47427
H -0.37075 2.06575 -8.56615
H -1.88629 1.24154 -8.11810
O 0.67825 2.48109 4.13135
P 1.06164 3.84796 4.74933
O 1.92525 3.19686 6.00346
C 3.22149 2.69538 5.73047
C 4.20746 3.81378 5.45314
O -0.37442 4.05885 5.56740
C -1.55501 3.40774 5.11931
C -1.72375 2.05590 5.79807
O 1.49002 5.37525 5.43984
C 1.79937 6.38815 4.49325
C 0.68082 6.61453 3.49290
H 3.18555 1.99226 4.89249
H 3.54608 2.14007 6.61582
H 3.99950 4.27639 4.48454
H 5.23241 3.43348 5.42821
H 4.13747 4.59899 6.21311
H -1.55569 3.31746 4.02886
H -2.40629 4.04682 5.37786
H -0.81032 1.46126 5.77898
H -2.52345 1.48204 5.32111
H -1.97957 2.19278 6.85486
H 2.72574 6.12459 3.97560
H 1.98252 7.31136 5.05175
H 0.52397 5.72891 2.86825
H 0.92176 7.45228 2.83160
H -0.26345 6.82107 4.00370
*
```


No. 6
DFT (ωB97M-V with the def2-TZVPD basis set) results for a molecular structure, C22H42LuNP3S2 at a distorted geometry.

Summary:
LUMO = -10.467 eV
frontier orbital gap = 6.02 eV
ΔE to the lowest compared entry with this formula, charge and spin = 132.23 kJ/mol

Geometry as ORCA input:
```
! wB97M-V def2-TZVPD RIJCOSX def2/J DEFGRID3
* xyz 3 1
Lu -0.15365 -0.20743 -0.35287
P 2.74604 0.39195 -0.24532
P 0.00855 2.58900 -1.26780
P 0.53565 -2.00610 1.76217
H -2.38487 0.55159 -2.20057
C -2.48283 -0.03580 -1.25902
C -2.43592 0.49528 0.03935
H -2.62683 1.54094 0.34457
C 3.44177 -0.41656 -1.73737
C 3.58395 2.02787 -0.32543
C 3.78283 -0.32398 1.08773
C -1.55491 3.46249 -1.67623
C 0.82125 4.11099 -0.63107
C 0.77472 2.51520 -2.93491
C -1.01030 -2.76789 2.42150
C 1.44135 -1.75227 3.34028
C 1.43782 -3.49781 1.14730
H -2.95254 -1.03221 -1.44542
H -2.59241 -0.14530 0.92484
H 4.53563 -0.32786 -1.74738
H 3.02741 0.06091 -2.63181
H 3.15854 -1.47485 -1.73470
H 4.67356 1.88577 -0.32084
H 3.31805 2.62737 0.55041
H 3.31397 2.58204 -1.22876
H 4.84158 -0.09521 0.90253
H 3.66602 -1.41053 1.14790
H 3.50531 0.11562 2.04965
H -1.37808 4.07578 -2.57095
H -1.84508 4.10707 -0.83650
H -2.34630 2.73221 -1.87149
H 0.96221 4.80027 -1.47437
H 1.78902 3.90569 -0.16704
H 0.16912 4.60182 0.10617
H 0.51936 3.45311 -3.45245
H 0.34805 1.66044 -3.47985
H 1.86549 2.40091 -2.85553
H -0.87325 -3.83329 2.65472
H -1.81843 -2.70262 1.68548
H -1.32167 -2.25202 3.33931
H 1.58370 -2.68775 3.87808
H 0.87510 -1.08254 4.00063
H 2.43597 -1.32495 3.15945
H 1.17000 -4.38991 1.73670
H 2.52281 -3.33594 1.22900
H 1.22431 -3.69798 0.08664
C -2.03928 -4.35307 -1.83756
C -1.36067 -5.41214 -2.49500
C -2.05323 -6.47739 -3.11519
C -3.45780 -6.51592 -3.07700
C -4.14744 -5.49140 -2.41293
C -3.44283 -4.45177 -1.79647
S -1.15401 -3.16057 -0.87068
H -0.56001 -1.96068 -1.55013
H -0.26385 -5.41634 -2.48821
H -1.49857 -7.28353 -3.60629
H -4.00232 -7.34072 -3.55773
H -5.22409 -5.54239 -2.36820
H -3.99456 -3.69661 -1.23822
S 0.30067 1.49539 1.71790
C -0.29694 3.00535 2.30724
N 0.65493 3.88249 2.83878
C 0.36936 5.21544 3.05647
C -0.91920 5.65706 2.81013
C -1.94506 4.73330 2.51967
C -1.64202 3.38821 2.35892
H 1.63688 3.57172 2.95679
H 1.21922 5.87785 3.32782
H -1.14217 6.72979 2.81383
H -2.97568 5.05039 2.37177
H -2.36343 2.60203 2.18754
*
```